Record 1
The following is a quantum chemistry calculation of a structure of composition C38H50IN9O3SSbY, from the Open Molecules 2025 dataset.

- gap between HOMO and LUMO (eV) = 6.94
- LUMO (eV) = -5.653
- E_HOMO (eV) = -12.595
- total charge = +2
- energy relative to the best compared isomer or geometry (same formula, charge and spin) (eV) = 0.5671

Structure (XYZ):
```
104
Properties=species:S:1:pos:R:3:mulliken_charge:R:1
Y -0.419 0.480 -0.423 0.205
N 2.596 1.264 3.232 0.227
C 2.123 1.038 2.009 -0.967
N 0.997 1.504 1.549 0.631
C 0.223 2.319 2.382 0.036
N -0.836 2.923 1.955 -1.470
N -1.069 2.677 0.618 1.413
C -1.645 3.599 -0.040 -1.236
C -1.737 3.444 -1.499 0.644
C -2.359 4.394 -2.290 -1.053
C -2.327 4.245 -3.668 -0.708
C -1.656 3.160 -4.205 -1.313
C -1.061 2.254 -3.341 -0.438
N -1.105 2.375 -2.013 1.359
C 0.644 2.525 3.767 0.434
C -0.114 3.259 4.684 -0.116
C 0.344 3.441 5.970 -0.916
C 1.573 2.899 6.360 -0.499
C 2.335 2.175 5.468 -0.981
C 1.862 1.991 4.173 0.206
H 3.488 0.879 3.504 0.327
H 2.727 0.406 1.369 0.403
H -1.972 4.517 0.443 0.484
H -2.852 5.239 -1.826 0.579
H -2.806 4.974 -4.307 0.469
H -1.584 3.016 -5.274 0.594
H -0.526 1.395 -3.728 0.739
H -1.054 3.680 4.358 0.498
H -0.241 4.011 6.677 0.456
H 1.932 3.050 7.369 0.438
H 3.288 1.755 5.764 0.443
C 2.368 -2.055 -3.365 -0.780
C 1.025 -1.763 -3.974 0.102
N 0.841 -2.022 -5.245 -0.675
C -0.369 -1.807 -5.804 -1.136
C -1.455 -1.362 -5.099 1.127
C -2.791 -1.199 -5.788 -1.013
O -3.800 -2.041 -5.249 -0.510
C -1.275 -1.053 -3.729 -0.307
C -2.420 -0.676 -2.920 -0.886
N -2.381 -0.209 -1.719 1.519
C -3.643 -0.061 -1.070 -0.777
C -4.418 1.080 -1.249 -0.018
C -5.628 1.215 -0.587 -0.911
C -6.079 0.207 0.254 -0.722
C -5.322 -0.944 0.430 -0.220
C -4.107 -1.067 -0.227 -0.162
I -2.953 -2.802 0.004 0.226
C -0.008 -1.212 -3.158 0.840
O 0.253 -0.895 -1.909 -0.325
H 3.028 -1.186 -3.437 0.106
H 2.840 -2.871 -3.906 0.471
H 2.263 -2.315 -2.311 0.078
H -0.452 -2.038 -6.859 0.387
H -2.663 -1.366 -6.859 0.436
H -3.161 -0.179 -5.663 0.308
H -3.616 -2.953 -5.499 0.341
H -3.402 -0.863 -3.354 0.736
H -4.069 1.847 -1.932 0.467
H -6.226 2.103 -0.743 0.470
H -7.028 0.305 0.763 0.450
H -5.682 -1.744 1.062 0.556
C 1.772 -5.620 2.677 -1.232
N 1.234 -4.262 2.528 0.118
C -0.218 -4.227 2.448 -0.844
C 1.978 -3.260 2.024 -0.161
S 1.312 -2.064 1.003 -0.193
N 3.293 -3.255 2.325 0.216
C 3.808 -3.780 3.589 -1.219
C 4.249 -2.473 1.561 -0.998
H 1.124 -6.303 2.128 0.442
H 1.799 -5.932 3.721 0.329
H 2.767 -5.690 2.250 0.409
H -0.620 -4.934 3.171 0.413
H -0.565 -4.499 1.448 0.312
H -0.594 -3.236 2.686 -0.023
H 2.991 -3.980 4.275 0.385
H 4.454 -3.020 4.032 0.424
H 4.398 -4.686 3.452 0.343
H 3.927 -2.378 0.529 0.288
H 5.211 -2.984 1.587 0.472
H 4.382 -1.473 1.988 0.179
C 2.503 1.786 -3.793 -1.422
Sb 2.290 1.711 -1.671 0.635
C 4.003 0.509 -1.195 -1.160
C 3.099 3.628 -1.198 -1.296
H 3.551 1.931 -4.049 0.566
H 1.921 2.620 -4.185 0.426
H 2.143 0.858 -4.235 0.352
H 4.715 0.524 -2.018 0.593
H 3.679 -0.515 -1.015 0.049
H 4.494 0.907 -0.306 0.460
H 4.113 3.717 -1.583 0.403
H 3.105 3.773 -0.118 0.374
H 2.476 4.398 -1.652 0.387
C -1.878 -0.319 3.975 -1.216
C -2.321 -0.091 2.549 -0.194
O -1.202 -0.261 1.636 1.598
H -2.725 -0.183 4.647 0.435
H -1.091 0.379 4.264 0.210
H -1.511 -1.340 4.110 0.244
H -2.673 0.928 2.397 0.429
H -3.111 -0.784 2.263 0.137
H -0.719 -1.084 1.858 -0.738
```

---

Record 2
The following is a quantum chemistry calculation of a cluster of 12 separate species, C38H50N12 in total in a non-equilibrium geometry, from the Open Molecules 2025 dataset.

- gap between HOMO and LUMO (eV) = 8.30
- LUMO (eV) = 0.449
- E_HOMO (eV) = -7.855
- structure (SMILES) = c1cc[nH]c1.c1cc[nH]c1.c1cc[nH]c1.c1cc[nH]c1.c1cc[nH]c1.c1cc[nH]c1.c1cc[nH]c1.CC#N.CC#N.CC#N.CC#N.CC#N
- energy relative to the best compared isomer or geometry (same formula, charge and spin) (eV) = 1.5556

Structure (XYZ):
```
100
Properties=species:S:1:pos:R:3:mulliken_charge:R:1
C -4.970 0.441 1.544 0.253
C -5.716 -0.706 2.023 0.330
N -6.360 -1.613 2.449 -0.611
H -4.895 1.164 2.356 0.218
H -5.613 0.959 0.833 0.398
H -4.082 0.061 1.040 -0.497
C 5.419 -1.160 -4.741 -0.874
C 4.114 -0.700 -4.163 0.378
N 3.081 -0.355 -3.775 -0.381
H 5.362 -2.248 -4.769 0.249
H 6.235 -0.810 -4.109 0.271
H 5.563 -0.717 -5.727 0.349
C 2.797 3.385 -1.846 -0.969
C 3.588 2.338 -1.116 0.529
N 4.218 1.506 -0.642 -0.480
H 3.511 3.739 -2.590 0.402
H 2.584 4.290 -1.279 0.311
H 1.893 2.976 -2.298 0.226
C 3.705 -0.703 3.434 0.044
C 4.729 -1.314 2.597 0.195
N 5.593 -1.735 1.939 -0.480
H 3.865 0.375 3.427 0.022
H 3.941 -1.081 4.429 0.454
H 2.714 -0.952 3.054 -0.127
C -1.832 2.129 3.762 0.935
C -2.819 3.163 3.427 -0.009
N -3.593 3.957 3.118 -0.504
H -2.257 1.152 3.532 -0.253
H -1.614 2.202 4.828 0.309
H -0.933 2.351 3.186 -0.481
N 2.899 4.222 3.147 0.086
C 2.814 2.942 2.734 -0.637
C 2.023 2.200 3.565 0.436
C 1.758 3.047 4.622 -1.318
C 2.291 4.271 4.323 -0.849
H 3.374 4.961 2.648 0.231
H 3.260 2.668 1.789 0.416
H 1.644 1.196 3.449 0.701
H 1.195 2.833 5.518 0.459
H 2.298 5.141 4.963 0.412
N -1.934 -1.674 -5.925 -0.008
C -2.870 -2.620 -5.579 -0.625
C -2.427 -3.280 -4.446 -0.764
C -1.278 -2.629 -3.997 0.070
C -0.985 -1.697 -4.941 -0.741
H -1.816 -1.140 -6.774 0.211
H -3.734 -2.757 -6.212 0.446
H -2.909 -4.122 -3.972 0.383
H -0.658 -2.813 -3.132 0.565
H -0.187 -0.974 -4.854 0.491
N -0.428 3.086 -0.524 0.317
C 0.087 3.893 0.444 -0.103
C -0.146 5.226 0.052 -1.020
C -0.730 5.198 -1.235 -0.393
C -0.985 3.889 -1.508 -0.730
H -0.471 2.080 -0.603 0.276
H 0.611 3.486 1.297 0.413
H 0.245 6.136 0.481 0.391
H -0.850 6.017 -1.929 0.391
H -1.386 3.409 -2.389 0.424
N -4.080 -1.544 -2.556 0.356
C -3.917 -2.378 -1.422 -0.529
C -5.138 -2.421 -0.721 -0.756
C -6.070 -1.746 -1.487 -0.619
C -5.415 -1.147 -2.610 -0.606
H -3.357 -1.230 -3.188 0.152
H -2.932 -2.766 -1.211 0.463
H -5.403 -2.864 0.228 0.651
H -7.108 -1.608 -1.224 0.417
H -5.737 -0.532 -3.438 0.461
N -2.617 -1.354 5.693 0.048
C -3.320 -1.938 4.673 -0.869
C -2.452 -2.057 3.576 -0.613
C -1.280 -1.458 3.864 0.416
C -1.382 -1.012 5.214 -1.116
H -3.045 -1.295 6.606 0.210
H -4.311 -2.333 4.836 0.439
H -2.634 -2.532 2.624 0.564
H -0.464 -1.419 3.158 0.527
H -0.627 -0.531 5.818 0.478
N 1.446 -0.223 -0.826 1.167
C 0.130 -0.336 -1.252 -0.638
C -0.693 -0.157 -0.095 -2.101
C 0.145 0.081 0.945 1.378
C 1.457 0.052 0.470 -1.598
H 2.248 -0.221 -1.440 -0.042
H -0.100 -0.679 -2.250 0.409
H -1.769 -0.246 -0.103 0.307
H -0.177 0.341 1.943 0.442
H 2.362 0.281 1.014 0.494
N 2.964 -4.602 -2.647 0.027
C 4.288 -4.810 -2.737 -0.438
C 4.893 -3.751 -2.052 -1.151
C 3.880 -2.886 -1.585 0.050
C 2.708 -3.451 -1.898 -0.643
H 2.205 -5.143 -3.038 0.200
H 4.667 -5.656 -3.291 0.430
H 5.954 -3.660 -1.873 0.434
H 4.017 -2.028 -0.943 0.652
H 1.731 -3.031 -1.709 0.408
```

---

Record 3
The following is a quantum chemistry calculation of a structure of composition C38H51FN5O5SbSc, from the Open Molecules 2025 dataset.

- gap between HOMO and LUMO (eV) = 5.14
- LUMO (eV) = -3.404
- E_HOMO (eV) = -8.548
- total charge = +1
- energy relative to the best compared isomer or geometry (same formula, charge and spin) (eV) = 0.0000

Structure (XYZ):
```
102
Properties=species:S:1:pos:R:3:mulliken_charge:R:1
Sc -2.572 -1.612 0.103 0.983
C -5.542 -2.620 -2.837 -1.568
C -5.043 -1.893 -1.620 0.687
O -3.757 -1.759 -1.530 -0.506
C -5.923 -1.432 -0.672 -1.153
C -5.582 -0.824 0.575 1.271
C -6.699 -0.192 1.354 -1.407
N -4.355 -0.811 1.028 0.615
N -4.154 -0.132 2.240 -0.662
C -2.907 -0.206 2.587 0.287
O -1.982 -0.806 1.893 -0.745
C -2.492 0.420 3.870 0.471
C -1.206 0.206 4.353 -0.038
C -0.797 0.802 5.536 -0.810
C -1.666 1.623 6.239 -0.401
C -2.950 1.845 5.756 -0.765
C -3.363 1.246 4.578 -0.357
H -4.825 -2.521 -3.650 0.333
H -5.646 -3.682 -2.602 0.313
H -6.515 -2.252 -3.158 0.428
H -6.979 -1.540 -0.877 0.349
H -7.656 -0.603 1.042 0.488
H -6.558 -0.321 2.424 0.340
H -6.713 0.882 1.157 0.200
H -0.537 -0.433 3.793 0.396
H 0.202 0.625 5.915 0.388
H -1.347 2.089 7.162 0.402
H -3.631 2.486 6.300 0.404
H -4.360 1.409 4.194 0.420
F 3.392 1.249 -1.720 -0.391
C 3.183 -0.054 -1.425 0.304
C 1.911 -0.502 -1.232 -0.462
C 1.698 -1.838 -0.874 0.348
C 0.325 -2.299 -0.661 1.694
O -0.615 -1.487 -0.842 -0.529
C 0.182 -3.659 -0.271 -0.207
C 1.300 -4.439 -0.178 -0.648
N 2.565 -4.012 -0.356 0.288
C 3.666 -4.940 -0.232 -0.332
C 4.614 -4.790 0.923 -0.388
C 3.648 -5.937 0.882 -0.995
C 2.793 -2.695 -0.719 0.076
C 4.091 -2.218 -0.961 -0.926
C 4.295 -0.899 -1.312 -1.000
N 5.627 -0.441 -1.526 0.358
C 5.858 0.527 -2.577 -0.495
C 7.318 0.475 -2.981 -0.966
N 8.154 0.783 -1.763 -0.154
C 7.862 -0.166 -0.628 -0.758
C 6.377 -0.123 -0.326 -0.474
C -1.135 -4.343 0.086 0.118
O -1.170 -5.555 0.096 -0.710
O -2.093 -3.547 0.406 -0.565
H 1.067 0.167 -1.325 0.097
H 1.168 -5.485 0.066 0.818
H 4.070 -5.258 -1.187 0.434
H 4.397 -3.999 1.629 0.222
H 5.661 -4.987 0.741 0.307
H 2.821 -5.907 1.577 0.361
H 4.022 -6.924 0.658 0.261
H 4.940 -2.881 -0.895 0.698
H 5.600 1.555 -2.283 0.398
H 5.247 0.284 -3.446 0.498
H 7.566 1.214 -3.740 0.428
H 7.614 -0.519 -3.313 0.364
H 7.950 1.739 -1.458 0.403
H 9.147 0.757 -1.998 0.350
H 8.473 0.139 0.220 0.405
H 8.169 -1.152 -0.975 0.360
H 6.109 0.868 0.080 0.244
H 6.161 -0.854 0.452 0.459
C -3.630 4.418 -1.197 -1.366
C -3.886 3.039 -0.602 0.367
C -4.483 3.152 0.802 -0.953
Sb -2.224 1.660 -0.520 0.601
C -0.995 2.527 1.037 1.076
C 0.343 1.794 1.091 -1.199
C -0.792 4.039 1.056 -1.516
C -1.166 2.032 -2.386 0.941
C -0.369 3.319 -2.540 -1.492
C -2.159 1.834 -3.531 -1.486
H -4.549 5.012 -1.172 0.472
H -3.300 4.377 -2.234 0.224
H -2.877 4.970 -0.633 0.175
H -4.611 2.516 -1.234 0.408
H -3.824 3.716 1.467 0.178
H -4.652 2.177 1.267 -0.064
H -5.437 3.685 0.769 0.515
H -1.554 2.254 1.939 -0.222
H 0.987 2.092 0.256 0.181
H 0.213 0.709 1.064 0.081
H 0.877 2.040 2.014 0.533
H -0.312 4.404 0.146 0.228
H -0.152 4.318 1.898 0.474
H -1.731 4.578 1.172 0.302
H -0.469 1.187 -2.437 -0.088
H -0.999 4.204 -2.440 0.230
H 0.101 3.365 -3.527 0.474
H 0.423 3.397 -1.792 0.227
H -2.895 2.638 -3.574 0.265
H -2.706 0.892 -3.432 0.350
H -1.642 1.814 -4.494 0.424
```

---

no.,calculated total energy (eV)
1,-86279.4174
2,-58093.7977
3,-87875.6503